Entry 1:
Molecular formula: C5H6OS2
Method: DFT, wB97M-V/def2-TZVPD

XYZ file:
```
14
Properties=species:S:1:pos:R:3:forces:R:3
H 1.72002 1.82879 0.41146 0.0101 -0.0021 -0.1723
C -1.05922 -0.22123 -0.10565 -0.2182 0.2295 -0.2287
C 2.15856 -0.76500 0.94831 0.2839 1.3119 0.4463
S -2.58912 -0.72696 0.13394 0.6863 -0.2007 -0.0868
C 1.10908 1.25407 -0.28611 0.1088 0.1213 0.0512
H 0.22644 -2.00470 -0.46467 -0.4694 -0.1912 0.0571
C 0.16106 -0.94319 -0.67163 -0.6091 -0.6814 0.2399
O 2.67400 -0.61584 -0.36825 0.0694 -0.4707 -0.4766
H 0.12397 -0.80278 -1.73997 -0.0440 -0.0139 -0.6212
S -0.63500 1.45705 0.15046 -0.1111 -0.0679 0.0123
C 1.33452 -0.23851 -0.12572 0.7222 1.5968 0.1120
H 2.56842 -0.10587 1.72271 -0.0725 -0.1308 -0.3761
H 1.31571 1.57598 -1.32830 -0.1519 -0.2149 0.5965
H 2.01525 -1.76302 1.23913 -0.2045 -1.2857 0.4464
```
Forces are in eV/Å.

Calculated values
Spin multiplicity ... 1
SMILES ... S=C1C[C@]2(CO2)CS1

=====

Entry 2:
Molecular formula: C4H17N2O2S
Method: DFT, wB97M-V/def2-TZVPD

XYZ file:
```
26
Properties=species:S:1:pos:R:3:forces:R:3
N -1.21683 -0.20370 2.00901 0.2248 0.0742 -0.2345
N 0.94247 1.24394 -0.41615 2.1438 0.5249 0.1722
H -1.92483 -0.43869 -2.95253 -0.4452 0.1913 -0.2153
C -2.43125 0.14112 1.29770 -0.0702 -0.3516 -0.6368
H 2.73098 -0.02965 1.25967 -0.1633 0.2951 -0.0827
C 0.69921 0.13182 0.55364 -1.8269 0.4086 0.2709
S 2.66506 -1.85925 -0.19131 -0.2523 0.3586 -0.5949
H -0.31978 1.73964 1.73336 -0.4131 0.0093 -0.6601
H 1.29756 0.94662 -1.37154 -1.0569 -0.3998 0.0372
H 1.71831 -1.26698 1.84869 -0.7786 0.2939 0.0982
H -1.57339 -1.75538 -2.29061 0.1249 0.0172 0.0673
C -0.09016 0.66139 1.78132 0.4858 0.2714 0.6639
C 1.88409 -0.65768 0.96434 1.6084 -0.9701 0.0272
O -1.34328 -0.81713 -2.29313 -0.0063 -0.1513 0.0766
H 0.53331 0.67761 2.67427 0.2605 -0.4560 0.0176
H -2.74041 1.17640 1.44965 -0.3947 -0.0010 0.3503
H 1.57392 -0.10401 -3.54924 0.5944 -0.5877 -0.8663
H 0.13753 -0.08235 -2.88612 0.6862 -0.2247 -0.0743
H 1.71626 1.84462 -0.11310 -0.1620 0.0440 0.4219
O 1.04102 0.30811 -2.89438 -0.9105 0.7526 0.8958
H -2.37126 0.02086 0.20940 0.6378 -0.0047 -0.0134
H -0.07390 -0.44410 0.05699 0.2662 -0.5626 -0.2684
H -1.40357 -0.31682 2.98796 -0.0461 0.0009 0.2566
H 0.12677 1.84504 -0.44081 -0.2359 -0.0274 -0.4515
H 1.59624 -2.14754 -0.96677 0.1084 0.0960 0.3268
H -3.17406 -0.61389 1.53968 -0.3792 0.3988 0.4158
```
Forces are in eV/Å.

Calculated values
Total charge ... +1
Spin multiplicity ... 1

=====

Entry 3:
Molecular formula: C5H13N3O
Method: DFT, wB97M-V/def2-TZVPD

XYZ file:
```
22
Properties=species:S:1:pos:R:3:forces:R:3
C 1.00221 1.95902 0.43863 -0.1996 -0.0203 0.0519
C 0.88867 -0.71402 -2.15483 1.2448 0.3349 -0.3950
N -1.98549 -0.46203 -0.93161 -0.1091 0.2106 -0.2418
C -1.09092 -0.99477 -0.22201 -0.1471 0.5644 2.1572
H -0.97384 -2.07950 -0.06319 0.1398 0.0137 -0.2921
H -1.04103 1.52527 -0.14296 -0.0357 0.0631 0.0279
H -0.80648 1.82979 1.57749 -0.0351 0.0276 -0.0379
C -0.37140 1.34965 0.69959 0.1088 -0.1373 0.1035
H -2.59437 -1.11769 -1.42208 0.3215 -0.1424 -0.0181
H 0.70613 -1.28471 -3.06461 -0.0357 -0.2386 0.0938
N -1.12826 -0.46670 2.15414 0.2193 -0.0313 0.2764
H -1.00532 -1.43015 2.44133 -0.0777 -0.0296 -0.0721
H 1.41969 -0.74875 0.24848 -1.1289 0.3749 2.0250
H 2.29976 -1.84990 -1.46531 -0.2807 -0.1086 -0.1367
H 1.65912 1.79710 1.29052 0.0704 -0.0010 -0.0251
H -2.10761 -0.25491 2.01080 0.0524 -0.0232 0.0011
H 0.90211 3.03067 0.27492 0.0228 0.0749 -0.0153
N 1.77659 -0.99393 -1.28961 -0.1715 -0.0997 -0.5468
H 0.39524 0.24695 -2.09943 -0.3551 -0.0363 0.2817
H 1.47665 1.53073 -0.44189 0.1091 -0.0315 -0.0495
O 0.91218 -0.70236 1.17672 1.5295 -0.4735 -1.1525
C -0.33363 -0.16976 0.98492 -1.2422 -0.2907 -2.0356
```
Forces are in eV/Å.

Calculated values
Spin multiplicity ... 1
SMILES ... [H]/N=C/[C@@](N)(O)CC.C=N

=====

Entry 4:
Molecular formula: C4H11N3
Method: DFT, wB97M-V/def2-TZVPD

XYZ file:
```
18
Properties=species:S:1:pos:R:3:forces:R:3
H -0.79873 1.37186 1.47351 0.0297 -0.0082 -0.1125
H 1.25312 -0.41014 1.99194 0.0315 -0.0650 -0.1170
H -1.82058 -1.66499 -0.52971 -0.1953 -0.0135 -0.0281
H 0.15270 2.28735 -1.68440 0.1988 0.0553 -0.1195
H -1.37253 1.09151 -0.21759 0.3323 -0.1464 0.0331
C -0.37103 -0.84522 0.89811 -1.7030 2.2007 -0.3764
H 1.45972 -0.04588 0.30456 -0.9310 -2.0546 2.0911
H 0.18881 0.44424 -1.92698 -0.0733 -0.0686 -0.0620
H 1.00413 -2.03158 -0.92027 -0.1197 0.2071 0.1887
N 1.64261 1.16887 -0.73057 0.0453 0.5539 -0.9493
C -0.75112 -1.60600 -0.33880 -0.0190 0.2115 0.1398
C 0.63555 1.32870 -1.48667 0.4860 0.1731 0.3069
N 0.02151 -2.09902 -1.20167 0.1610 -0.3705 -0.3102
H -0.84225 -1.30435 1.77378 0.0353 -0.0174 -0.1089
N 1.02264 -0.75278 1.06565 1.7014 1.4084 -1.2357
C -1.23852 0.66247 0.77364 0.5947 -2.4174 0.5198
H 2.04461 2.02516 -0.35196 -0.2934 0.1318 -0.0635
H -2.23066 0.37981 1.10743 -0.2814 0.2201 0.2037
```
Forces are in eV/Å.

Calculated values
Spin multiplicity ... 1
SMILES ... [H]/N=C\[C@H](C)N.C=N

=====

Values for LUMO, eV, ordered as above
-0.19; -2.90; 0.61; 0.87